Record 1
The following is a DFT calculation (wB97M-V/def2-TZVPD) of 2 unconnected molecules or ions with the total composition C5H10O3 in a non-equilibrium geometry.

Properties
ΔE to the lowest compared entry with this formula, charge and spin: 3.2365 eV
Spin multiplicity: 1
Energy: -422.1376 hartree
Max |F|: 1.1 eV Å⁻¹
HOMO: -8.81 eV
E_LUMO: 0.189 eV
Total charge: 0

Each line ends with the Löwdin charge.
Element x y z (Å)
C 0.733 -0.125 -0.328  -0.248
C -2.012 -0.090 0.727  -0.398
C -0.266 0.317 -1.309  -0.423
C 1.110 0.749 0.813  -0.028
C 1.475 -1.392 -0.547  -0.032
O -1.185 -0.983 0.817  0.018
O -1.220 1.129 -0.975  -0.152
O -2.023 0.924 1.624  0.063
H -2.559 1.645 1.268  0.114
H -2.904 -0.166 0.097  0.145
H -0.481 -0.475 -2.053  0.141
H 0.766 0.813 -1.723  0.218
H 2.158 1.050 0.707  0.098
H 1.008 -2.138 0.104  0.105
H 0.465 1.621 0.872  0.088
H 1.033 0.185 1.743  0.107
H 1.378 -1.749 -1.573  0.092
H 2.525 -1.314 -0.262  0.090

Force components x, y, z for each atom (eV/Å):
-0.45 0.16 -0.52
0.26 -0.46 0.25
-0.30 -0.26 1.01
0.12 0.11 -0.16
0.17 0.13 -0.12
-0.52 0.49 0.06
0.53 -0.07 -0.42
0.02 -0.11 -0.13
0.02 -0.10 -0.02
0.11 0.10 0.01
0.20 0.19 -0.06
0.03 -0.19 0.21
-0.04 -0.01 0.01
-0.05 0.10 0.00
-0.02 -0.03 -0.03
-0.05 -0.07 -0.07
0.01 0.03 0.03
-0.03 -0.01 -0.06



Record 2
The following is a DFT calculation (wB97M-V/def2-TZVPD) of 3 unconnected molecules or ions with the total composition C6H7NOS in a non-equilibrium geometry.

Properties
ΔE to the lowest compared entry with this formula, charge and spin: 2.4227 eV
Spin multiplicity: 3
Energy: -760.7317 hartree
Max |F|: 6.0 eV Å⁻¹
HOMO (alpha / beta): -7.40 / -9.00 eV
E_LUMO (alpha / beta): 0.052 / -2.475 eV
Total charge: 0

Each line ends with the Löwdin charge.
Element x y z (Å)
C -0.188 -2.548 0.472  0.066
C -2.341 -0.309 0.041  -0.241
C -1.791 -0.132 -1.099  -0.047
C -0.870 -0.135 -2.025  -0.001
C 1.283 1.197 1.212  -0.058
C 1.095 2.461 0.751  -0.057
N 0.827 -2.579 -0.173  -0.712
O -2.876 -0.329 1.088  0.135
S 2.135 -2.698 -0.995  0.608
H -0.850 -2.193 1.291  0.100
H 0.107 -0.613 -1.855  0.051
H -1.004 0.536 -2.777  0.029
H 0.510 0.444 0.996  0.029
H 2.091 0.975 1.828  0.019
H 1.679 3.313 1.086  0.044
H 0.194 2.610 0.160  0.037

Force components x, y, z for each atom (eV/Å):
2.90 0.51 -1.29
-0.48 0.50 -0.11
-0.62 -0.60 1.83
1.92 -1.34 0.27
-1.78 2.13 -1.48
-0.55 -1.96 0.88
-4.91 0.14 3.44
-0.31 -0.30 0.63
1.23 -0.07 -0.99
0.76 -0.60 -1.07
-0.49 0.17 -0.21
0.02 1.62 -2.47
0.71 0.19 -0.02
1.20 -0.61 0.99
0.14 -0.19 -0.37
0.27 0.41 -0.04



Record 3
The following is a DFT calculation (wB97M-V/def2-TZVPD) of 2 unconnected molecules or ions with the total composition CH2F2N2 in a non-equilibrium geometry.

Properties
ΔE to the lowest compared entry with this formula, charge and spin: 3.6332 eV
Spin multiplicity: 1
Energy: -348.3830 hartree
Max |F|: 1.2 eV Å⁻¹
HOMO (alpha / beta): -11.40 / -10.76 eV
E_LUMO (alpha / beta): -2.727 / -1.930 eV
Total charge: 0

Each line ends with the Löwdin charge.
Element x y z (Å)
C 0.884 -0.075 -0.133  -0.573
N 1.531 0.405 -1.076  0.278
N -0.462 -0.258 -0.049  0.163
F 1.511 -0.547 0.970  0.085
F -1.607 1.394 0.403  -0.222
H -1.043 -0.143 -0.866  0.130
H -0.815 -0.775 0.751  0.139

Force components x, y, z for each atom (eV/Å):
0.19 -0.67 0.97
0.47 0.43 -0.67
-0.74 -0.05 0.30
-0.25 0.32 -0.38
0.16 -0.08 0.05
0.14 -0.12 0.11
0.02 0.17 -0.37



Record 4
The following is a DFT calculation (wB97M-V/def2-TZVPD) of a gas-phase ion, C4H5O3S (charge -1) in a non-equilibrium geometry.

Properties
ΔE to the lowest compared entry with this formula, charge and spin: 2.0421 eV
Spin multiplicity: 1
Energy: -779.3179 hartree
Max |F|: 3.3 eV Å⁻¹
HOMO: -4.96 eV
E_LUMO: 3.966 eV
Total charge: -1
Structure (SMILES): C=CC(=C)S(=O)(=O)[O-]

Each line ends with the Löwdin charge.
Element x y z (Å)
C 1.628 0.953 0.911  -0.009
C -1.318 0.932 -1.102  -0.009
C 0.326 0.647 0.817  -0.228
C -0.622 0.198 -0.235  -0.338
O -1.610 -2.233 0.065  -0.400
O 0.688 -1.899 0.822  -0.385
O 0.160 -1.942 -1.603  -0.382
S -0.296 -1.648 -0.246  0.422
H 1.991 1.033 1.915  0.035
H 2.305 1.221 0.085  0.059
H -1.800 0.379 -2.034  0.102
H -1.344 2.010 -1.161  0.036
H -0.109 0.349 1.766  0.096

Force components x, y, z for each atom (eV/Å):
-0.98 0.85 -1.07
-0.60 -2.27 -2.26
-0.23 0.04 0.84
2.20 0.31 -0.37
0.55 0.46 -0.15
-0.70 0.34 -1.12
0.14 0.37 0.47
-1.25 -1.22 0.05
0.49 -0.02 0.26
-0.50 -0.34 0.32
0.74 1.12 2.25
0.12 0.09 0.41
0.02 0.27 0.37



Record 5
The following is a DFT calculation (wB97M-V/def2-TZVPD) of a gas-phase ion, C4H8N3 (charge +1) in a non-equilibrium geometry.

Properties
ΔE to the lowest compared entry with this formula, charge and spin: 4.6886 eV
Spin multiplicity: 1
Energy: -321.1190 hartree
Max |F|: 6.3 eV Å⁻¹
HOMO: -15.18 eV
E_LUMO: -5.625 eV
Total charge: +1

Each line ends with the Löwdin charge.
Element x y z (Å)
C 2.861 -0.491 -0.077  -0.039
C 1.144 0.284 -0.001  -0.151
C -2.410 -0.348 -0.394  -0.058
C -1.206 -0.229 0.626  -0.194
N 1.746 -1.070 0.134  0.177
N 2.353 0.788 -0.322  0.154
N -0.178 0.733 0.094  0.160
H 3.783 -0.823 0.213  0.128
H -1.897 -1.016 -1.170  0.106
H -3.292 -0.819 0.076  0.091
H -2.627 0.683 -0.731  0.074
H -1.551 0.170 1.653  0.156
H -0.849 -1.211 0.567  0.081
H 2.661 1.715 -0.546  0.164
H -0.538 1.634 -0.122  0.150

Force components x, y, z for each atom (eV/Å):
-2.23 0.58 0.53
-4.16 0.69 -0.81
2.08 0.16 0.08
-2.38 1.90 0.33
-2.02 -0.74 0.88
-0.32 2.60 -0.41
4.69 -4.23 0.52
2.66 -0.78 -0.17
-1.59 1.13 0.42
0.59 0.21 -0.34
-0.34 -0.77 -0.33
0.83 -0.94 -1.55
1.29 -1.12 1.04
0.38 0.19 0.01
0.52 1.12 -0.22



Record 6
The following is a DFT calculation (wB97M-V/def2-TZVPD) of 2 unconnected molecules or ions with the total composition C2H8N4 in a non-equilibrium geometry.

Properties
ΔE to the lowest compared entry with this formula, charge and spin: 8.2189 eV
Spin multiplicity: 1
Energy: -299.0825 hartree
Max |F|: 4.9 eV Å⁻¹
HOMO (alpha / beta): -18.86 / -18.86 eV
E_LUMO (alpha / beta): -8.772 / -10.766 eV
Total charge: +2

Each line ends with the Löwdin charge.
Element x y z (Å)
C -1.268 -0.218 0.526  -0.033
C -2.250 0.063 -1.724  0.192
N -1.890 0.161 -0.547  0.153
N 0.062 -0.254 0.788  -0.021
N 1.045 -0.061 -0.100  -0.021
N 2.341 -0.240 0.545  0.183
H -1.808 -0.347 1.494  0.193
H -2.474 -0.865 -2.066  0.097
H -2.688 0.921 -2.387  0.189
H 0.387 -0.194 1.801  0.202
H 0.850 2.026 -0.490  0.223
H 2.423 -1.298 0.874  0.247
H 2.310 0.318 1.499  0.227
H 2.960 -0.010 -0.213  0.168

Force components x, y, z for each atom (eV/Å):
-1.47 0.85 0.73
-2.24 3.58 -1.30
2.76 -0.21 2.38
1.66 -0.06 1.70
-0.42 0.73 -1.30
-2.98 -1.74 3.51
-0.12 0.06 -1.12
-0.09 -3.14 -1.45
1.25 -1.09 1.53
-1.48 -0.31 -1.32
0.21 -0.67 0.08
0.27 2.13 -1.14
1.33 -0.60 -2.35
1.34 0.47 0.05